C31H38AsCdN8O5PS2 as an isolated structure, computed with the ωB97M-V functional and the def2-TZVPD basis.

Structure (ORCA input):
```
! wB97M-V def2-TZVPD RIJCOSX def2/J DEFGRID3
* xyz 0 1
Cd -1.14 1.11 0.73
S -3.36 -0.10 1.09
C -3.17 -1.80 0.68
C -4.22 -2.65 1.06
C -4.20 -4.00 0.77
C -3.13 -4.56 0.07
C -2.09 -3.74 -0.32
C -2.09 -2.38 -0.01
As -0.60 -1.31 -0.63
C 0.96 -2.19 0.14
C 2.21 -1.70 -0.22
C 3.36 -2.21 0.34
C 3.28 -3.22 1.29
C 2.04 -3.71 1.66
C 0.88 -3.20 1.10
C -0.52 -1.91 -2.48
C 0.53 -2.63 -3.01
C 0.50 -3.02 -4.35
C -0.58 -2.68 -5.15
C -1.64 -1.97 -4.61
C -1.61 -1.58 -3.28
H -5.05 -2.22 1.59
H -5.03 -4.62 1.08
H -3.12 -5.61 -0.17
H -1.26 -4.16 -0.88
H 2.28 -0.91 -0.96
H 4.33 -1.83 0.03
H 4.18 -3.63 1.73
H 1.96 -4.51 2.40
H -0.09 -3.57 1.41
H 1.38 -2.91 -2.40
H 1.33 -3.59 -4.76
H -0.60 -2.99 -6.19
H -2.48 -1.70 -5.23
H -2.44 -1.01 -2.87
C 2.25 -0.56 3.62
C 1.31 0.12 2.66
N 0.08 -0.19 2.51
O -0.46 -1.22 3.26
C 1.84 1.23 1.84
C 3.19 1.80 2.14
N 1.12 1.67 0.86
O 1.58 2.63 0.11
H 2.04 -1.63 3.72
H 2.21 -0.10 4.60
H 3.27 -0.49 3.25
H 0.22 -1.56 3.86
H 4.00 1.13 1.84
H 3.31 1.98 3.21
H 3.30 2.74 1.60
S 0.59 1.49 -3.65
C 2.09 0.94 -3.14
N 2.64 1.38 -1.98
C 3.86 1.02 -1.53
C 4.63 0.13 -2.22
C 4.10 -0.39 -3.41
C 2.87 0.00 -3.87
H 2.08 1.99 -1.33
H 4.15 1.47 -0.59
H 5.60 -0.15 -1.85
H 4.67 -1.11 -3.98
H 2.45 -0.39 -4.78
C -4.23 3.45 1.77
O -3.40 3.25 2.92
P -1.85 2.91 2.73
O -1.49 2.41 4.21
C -2.18 1.26 4.71
O -1.22 4.38 2.74
C 0.11 4.59 2.24
H -5.24 3.61 2.14
H -4.21 2.57 1.12
H -3.90 4.33 1.22
H -1.64 0.94 5.60
H -2.19 0.45 3.97
H -3.20 1.53 4.97
H 0.25 5.67 2.21
H 0.23 4.18 1.24
H 0.84 4.15 2.92
N -0.96 4.46 -3.52
N -1.63 3.60 -2.67
N -2.65 2.87 -3.06
C -2.95 2.23 -1.94
N -2.14 2.58 -0.94
N -1.30 3.47 -1.43
H -1.12 4.08 -4.45
H 0.02 4.32 -3.30
H -3.74 1.50 -1.84
*
```

energy relative to the best compared isomer or geometry (same formula, charge and spin): 0.0 kcal per mole
max |F|: 0.0076 hartree/bohr
HOMO energy: -7.26 eV

C31H38Cl3FeN2P2Si3 as an isolated structure, computed with the ωB97M-V functional and the def2-TZVPD basis.

Structure (ORCA input):
```
! wB97M-V def2-TZVPD RIJCOSX def2/J DEFGRID3
* xyz -1 5
Fe -0.45 2.44 0.25
C -3.36 3.14 -1.98
Si -3.20 1.41 -1.29
C -3.92 0.23 -2.58
C -4.23 1.29 0.27
N -1.57 1.04 -0.85
P -0.40 0.13 -1.48
C 1.18 0.59 -0.94
P 1.53 0.26 0.73
N 0.82 1.36 1.65
Si 0.41 1.66 3.30
C 1.24 0.53 4.57
C -1.45 1.46 3.52
C 0.90 3.41 3.73
C 1.12 -1.39 1.42
C 2.05 -2.43 1.47
C 1.73 -3.62 2.11
C 0.49 -3.79 2.70
C -0.44 -2.76 2.65
C -0.12 -1.57 2.01
C 3.35 0.18 0.86
C 4.12 -0.17 -0.24
C 5.49 -0.33 -0.11
C 6.10 -0.13 1.12
C 5.33 0.22 2.22
C 3.96 0.38 2.09
C -0.60 0.19 -3.30
C -0.79 1.44 -3.88
C -1.06 1.56 -5.23
C -1.16 0.42 -6.03
C -0.98 -0.83 -5.46
C -0.70 -0.95 -4.10
C -0.70 -1.63 -1.14
C -1.93 -2.02 -0.63
C -2.22 -3.37 -0.44
C -1.27 -4.33 -0.73
C -0.02 -3.94 -1.21
C 0.26 -2.60 -1.42
H -4.41 3.37 -2.21
H -2.79 3.26 -2.90
H -3.00 3.88 -1.26
H -5.01 0.34 -2.59
H -3.69 -0.82 -2.37
H -3.55 0.46 -3.58
H -5.21 1.76 0.12
H -3.73 1.81 1.08
H -4.40 0.25 0.56
H 1.20 -0.52 4.29
H 0.71 0.65 5.52
H 2.28 0.81 4.74
H -1.71 0.52 4.01
H -1.97 1.49 2.56
H -1.86 2.28 4.12
H 1.94 3.59 3.47
H 0.76 3.61 4.79
H 0.29 4.13 3.16
H 3.02 -2.31 1.02
H 2.47 -4.42 2.15
H 0.25 -4.72 3.20
H -1.42 -2.88 3.10
H -0.85 -0.76 1.98
H 3.64 -0.28 -1.21
H 6.09 -0.59 -0.97
H 7.17 -0.25 1.22
H 5.80 0.39 3.19
H 3.36 0.65 2.95
H -0.74 2.33 -3.27
H -1.20 2.54 -5.66
H -1.38 0.52 -7.08
H -1.06 -1.72 -6.07
H -0.58 -1.93 -3.68
H -2.66 -1.26 -0.37
H -3.19 -3.66 -0.04
H -1.49 -5.38 -0.57
H 0.73 -4.69 -1.42
H 1.23 -2.30 -1.78
Cl 3.36 3.01 -0.34
Si 1.48 2.49 -1.20
Cl -1.53 4.33 0.96
Cl 2.14 2.57 -3.26
*
```

energy relative to the best compared isomer or geometry (same formula, charge and spin): 0.0 kcal per mole
max |F|: 0.0111 hartree/bohr
HOMO energy (alpha / beta): -3.98 / -4.59 eV

C31H38GeMoN2S3 as an isolated structure, computed with the ωB97M-V functional and the def2-TZVPD basis.

Structure (ORCA input):
```
! wB97M-V def2-TZVPD RIJCOSX def2/J DEFGRID3
* xyz 2 1
Mo -1.15 -0.37 -0.32
C -2.66 -3.11 -1.74
C -2.92 -3.49 -0.29
S -1.81 -2.63 0.87
C -2.95 -2.05 2.15
C -4.02 -1.09 1.65
S -3.31 0.31 0.73
C -4.41 0.35 -0.72
C -4.32 -0.86 -1.63
S -2.60 -1.32 -2.08
H -3.42 -3.55 -2.39
H -1.70 -3.48 -2.08
H -2.77 -4.56 -0.17
H -3.95 -3.28 0.00
H -2.30 -1.57 2.89
H -3.41 -2.91 2.63
H -4.57 -0.68 2.50
H -4.74 -1.59 1.02
H -4.12 1.27 -1.25
H -5.43 0.49 -0.37
H -4.85 -0.65 -2.57
H -4.80 -1.72 -1.19
N -0.10 -0.07 1.51
C 0.53 0.21 2.45
N 1.23 0.53 3.48
C 0.61 1.01 4.73
C 1.18 0.25 5.92
C 2.71 0.33 5.92
C 3.29 -0.20 4.61
C 2.71 0.56 3.43
H -0.47 0.87 4.64
H 0.81 2.08 4.82
H 0.86 -0.79 5.87
H 0.77 0.68 6.84
H 3.11 -0.24 6.76
H 3.02 1.37 6.07
H 3.06 -1.26 4.51
H 4.37 -0.10 4.60
H 3.02 0.12 2.48
H 3.03 1.60 3.44
C -1.32 1.30 -0.97
Ge 0.51 1.03 -1.95
C 1.11 -0.70 -1.22
C 2.17 -0.76 -0.28
C 2.62 -1.97 0.19
C 2.02 -3.16 -0.24
C 1.02 -3.14 -1.19
C 0.58 -1.91 -1.71
C 1.61 2.47 -1.31
C 2.55 3.05 -2.16
C 3.38 4.06 -1.70
C 3.28 4.49 -0.38
C 2.34 3.92 0.47
C 1.51 2.91 0.01
C 0.12 0.88 -3.83
C 0.92 0.06 -4.63
C 0.67 -0.05 -5.99
C -0.38 0.66 -6.56
C -1.18 1.48 -5.77
C -0.93 1.59 -4.41
H -1.75 2.28 -1.16
H 2.63 0.17 0.05
H 3.44 -2.01 0.89
H 2.37 -4.11 0.15
H 0.62 -4.07 -1.58
H -0.03 -1.90 -2.60
H 2.62 2.72 -3.19
H 4.10 4.51 -2.36
H 3.92 5.28 -0.02
H 2.25 4.28 1.49
H 0.76 2.48 0.67
H 1.75 -0.49 -4.20
H 1.30 -0.68 -6.61
H -0.57 0.58 -7.62
H -1.99 2.04 -6.22
H -1.55 2.24 -3.81
*
```

max |F|: 0.0020 hartree/bohr
HOMO energy: -13.25 eV

C31H38MnNOPSi as an isolated structure in a non-equilibrium geometry, computed with the ωB97M-V functional and the def2-TZVPD basis.

Structure (ORCA input):
```
! wB97M-V def2-TZVPD RIJCOSX def2/J DEFGRID3
* xyz 0 6
C -2.44 0.79 -5.00
C -2.22 -0.45 -4.39
C -1.44 -0.54 -3.22
C -0.91 0.61 -2.66
C -1.12 1.85 -3.27
C -1.91 1.94 -4.42
C -1.28 -1.90 -2.59
C 0.15 -2.45 -2.41
N 1.23 -1.44 -2.24
Mn 0.35 0.30 -1.04
C -0.48 3.09 -2.70
P 1.14 2.62 -2.05
H -2.66 -1.36 -4.80
H -2.07 2.93 -4.85
H -3.03 0.85 -5.91
H -1.05 3.49 -1.84
H -0.33 3.88 -3.45
H -1.75 -1.90 -1.59
H -1.80 -2.64 -3.21
H 0.17 -3.09 -1.52
C 1.81 3.95 -1.03
C 2.18 2.50 -3.52
H 0.41 -3.07 -3.29
C 1.78 -1.01 -3.53
C 2.31 -1.96 -1.38
H 0.49 1.85 -0.16
H 2.23 -1.86 -4.06
H 0.99 -0.58 -4.16
H 2.55 -0.25 -3.37
H 2.88 -2.75 -1.90
H 2.99 -1.15 -1.11
H 1.88 -2.38 -0.46
H 2.28 3.50 -3.98
H 3.17 2.10 -3.23
H 1.74 1.81 -4.27
H 1.92 4.87 -1.61
H 1.18 4.14 -0.16
H 2.80 3.64 -0.66
H 1.27 1.60 -0.20
O -0.50 -0.92 0.27
Si -0.41 -0.76 1.87
C -2.08 -1.12 2.59
C -3.16 -1.40 1.75
C -4.43 -1.58 2.29
C -4.63 -1.47 3.67
C -3.55 -1.19 4.51
C -2.27 -1.01 3.97
C 0.86 -1.93 2.56
C 0.46 -3.00 3.36
C 1.41 -3.88 3.88
C 2.76 -3.72 3.58
C 3.16 -2.66 2.76
C 2.22 -1.77 2.25
C -0.01 0.97 2.48
C -0.95 1.99 2.26
C -0.69 3.29 2.69
C 0.50 3.59 3.36
C 1.41 2.57 3.63
C 1.15 1.26 3.21
H -3.01 -1.47 0.67
H -5.27 -1.80 1.63
H -5.63 -1.61 4.10
H -3.69 -1.11 5.59
H -1.42 -0.78 4.62
H -0.61 -3.16 3.56
H 1.09 -4.70 4.52
H 3.51 -4.41 3.99
H 4.21 -2.54 2.50
H 2.55 -0.95 1.60
H -1.88 1.78 1.73
H -1.41 4.09 2.49
H 0.71 4.60 3.70
H 2.34 2.78 4.15
H 1.86 0.47 3.43
*
```

max |F|: 0.0513 hartree/bohr
HOMO energy (alpha / beta): -6.51 / -8.04 eV

C31H38N3OPdSi as an isolated structure in a non-equilibrium geometry, computed with the ωB97M-V functional and the def2-TZVPD basis.

Structure (ORCA input):
```
! wB97M-V def2-TZVPD RIJCOSX def2/J DEFGRID3
* xyz -1 1
Pd 0.14 -0.44 0.36
C -0.26 -0.11 2.34
Si -0.89 1.63 2.57
C -0.48 2.97 1.20
N -0.28 2.43 -0.15
C 0.71 3.15 -0.94
C 0.24 4.53 -1.40
C -1.04 4.38 -2.22
C -2.10 3.65 -1.40
C -1.54 2.32 -0.88
C -0.14 2.35 4.19
C 1.16 1.99 4.58
C 1.68 2.37 5.81
C 0.92 3.13 6.69
C -0.37 3.50 6.33
C -0.89 3.10 5.10
C -2.76 1.66 2.84
C -3.53 2.81 2.64
C -4.89 2.85 2.93
C -5.52 1.72 3.43
C -4.78 0.56 3.63
C -3.43 0.54 3.34
H -0.94 -0.84 2.79
H 0.74 -0.26 2.75
H 0.43 3.49 1.51
H -1.28 3.72 1.20
H 0.93 2.53 -1.82
H 1.63 3.24 -0.36
H 1.02 5.01 -1.99
H 0.04 5.15 -0.52
H -0.82 3.80 -3.13
H -1.41 5.36 -2.54
H -2.99 3.46 -2.00
H -2.40 4.29 -0.56
H -1.36 1.65 -1.74
H -2.27 1.83 -0.23
H 1.77 1.40 3.91
H 2.68 2.06 6.09
H 1.32 3.42 7.66
H -0.97 4.09 7.00
H -1.90 3.38 4.84
H -3.05 3.71 2.26
H -5.45 3.76 2.77
H -6.58 1.74 3.66
H -5.27 -0.33 4.02
H -2.87 -0.38 3.50
C 5.99 2.33 0.46
N 5.19 1.39 1.25
N 4.62 0.37 0.45
C 3.23 0.36 0.62
O 2.48 -0.40 0.03
C 2.96 1.37 1.60
C 4.11 1.97 1.94
C 4.33 3.12 2.86
C 5.44 -0.63 -0.06
C 4.97 -1.48 -1.07
C 5.81 -2.44 -1.61
C 7.12 -2.57 -1.17
C 7.58 -1.75 -0.15
C 6.75 -0.79 0.40
H 6.72 1.79 -0.13
H 6.51 3.00 1.15
H 5.36 2.92 -0.21
H 1.98 1.56 2.00
H 3.45 3.23 3.49
H 4.49 4.05 2.31
H 5.20 2.95 3.50
H 3.95 -1.40 -1.40
H 5.45 -3.08 -2.40
H 7.78 -3.32 -1.60
H 8.59 -1.86 0.23
H 7.10 -0.17 1.22
C -1.58 -1.23 -0.05
H -2.04 -2.04 0.53
H -2.35 -0.61 -0.52
*
```

energy relative to the best compared isomer or geometry (same formula, charge and spin): 7.0 kcal per mole
max |F|: 0.0347 hartree/bohr
HOMO energy (alpha / beta): -1.46 / -1.47 eV

C31H38N4O8 in the gas phase in a non-equilibrium geometry, computed with the ωB97M-V functional and the def2-TZVPD basis.

Structure (ORCA input):
```
! wB97M-V def2-TZVPD RIJCOSX def2/J DEFGRID3
* xyz 0 1
C -1.19 -4.77 2.68
C -2.44 -3.89 2.61
C -2.79 -3.41 1.19
C -4.01 -2.49 1.25
C -3.08 -4.58 0.25
N -1.66 -2.67 0.63
C -1.14 -1.54 1.14
O -1.48 -1.01 2.17
C 0.05 -1.03 0.31
C -0.22 -0.90 -1.17
C 0.80 -1.20 -2.07
C 0.61 -1.01 -3.42
C -0.60 -0.53 -3.89
C -1.64 -0.24 -3.01
O -2.87 0.20 -3.43
C -3.06 0.48 -4.80
C -1.44 -0.41 -1.63
O -2.38 -0.18 -0.66
C -3.44 0.73 -0.86
N 0.56 0.22 0.85
C 1.67 0.18 1.62
O 2.27 -0.86 1.84
C 2.12 1.51 2.19
C 3.48 1.42 2.88
C 4.62 1.42 1.87
O 5.34 2.37 1.67
N 4.72 0.23 1.20
C 5.60 -0.04 0.18
C 6.71 0.73 -0.27
C 7.22 -0.02 -1.29
C 8.38 0.19 -2.19
O 6.49 -1.14 -1.44
N 5.48 -1.14 -0.52
C -0.13 1.42 0.56
C 0.15 2.11 -0.62
C -0.52 3.27 -0.92
C -1.50 3.76 -0.06
C -1.81 3.05 1.11
C -1.11 1.89 1.42
O -2.80 3.46 1.97
C -3.65 4.44 1.41
C -2.83 5.51 0.69
O -2.13 4.93 -0.39
H -0.96 -4.99 3.72
H -0.34 -4.25 2.25
H -1.34 -5.71 2.16
H -2.28 -3.01 3.23
H -3.30 -4.44 3.01
H -4.26 -2.12 0.26
H -3.80 -1.64 1.89
H -4.87 -3.03 1.65
H -2.19 -5.19 0.11
H -3.39 -4.21 -0.72
H -3.87 -5.20 0.65
H -1.32 -2.98 -0.26
H 0.87 -1.76 0.46
H 1.74 -1.57 -1.70
H 1.40 -1.23 -4.12
H -0.73 -0.39 -4.95
H -2.36 1.24 -5.16
H -2.97 -0.43 -5.41
H -4.08 0.86 -4.87
H -3.83 0.91 0.14
H -3.08 1.66 -1.29
H -4.22 0.30 -1.49
H 1.36 1.83 2.92
H 2.14 2.26 1.39
H 3.62 2.29 3.52
H 3.52 0.52 3.48
H 4.03 -0.49 1.40
H 7.04 1.67 0.12
H 8.85 1.14 -1.97
H 9.11 -0.61 -2.05
H 8.06 0.17 -3.23
H 0.91 1.73 -1.29
H -0.31 3.83 -1.82
H -1.37 1.33 2.30
H -4.22 4.86 2.24
H -4.34 3.97 0.70
H -3.48 6.28 0.27
H -2.13 5.96 1.40
*
```

energy relative to the best compared isomer or geometry (same formula, charge and spin): 0.3 kcal per mole
max |F|: 0.0251 hartree/bohr
SMILES: CCC(C)(C)NC(=O)[C@@H](c1cccc(OC)c1OC)N(C(=O)CCC(=O)Nc1cc(C)on1)c1ccc2c(c1)OCCO2
HOMO energy: -8.38 eV